[1]
A 3-piece molecular cluster, C52H41F14N2O7S overall. Source: the OMol25 dataset; level of theory: ωB97M-V with the def2-TZVPD basis set.

```
117
Properties=species:S:1:pos:R:3:lowdin_charge:R:1
C 1.40869 -2.85294 -2.56778 0.0426
C 1.08266 -1.44847 -2.23122 -0.5763
O 1.61417 -0.88458 -1.30702 0.1116
O 0.18790 -0.82635 -3.02130 -0.0119
C 0.78736 0.05941 -3.97944 -0.1426
C 2.25741 -0.05126 -4.02429 -0.2129
C 2.86341 0.78609 -5.10735 -0.1896
C 4.35164 0.58492 -5.02703 -0.2015
C 5.19126 1.75194 -5.51276 -0.1300
C 5.68237 2.79033 -4.46319 -0.0959
C 5.00531 2.87041 -3.14022 -0.1850
C 3.98277 3.69472 -2.99575 -0.1364
O 3.57867 4.40235 -4.12052 0.0995
C 3.86586 5.64042 -4.04768 -0.3264
N 4.05114 6.79052 -3.89804 0.2292
C 3.38017 3.92588 -1.81981 -0.0669
C 2.28063 4.91988 -1.65335 -0.0511
C 0.98326 4.42329 -0.99671 -0.0102
C 0.69548 5.32302 0.18830 -0.4754
F 0.13773 6.42801 -0.30489 0.1555
F 1.81456 5.69757 0.79719 0.1419
C -0.33952 4.82292 1.24547 -0.3938
F -1.25695 4.08628 0.63991 0.1878
F -0.95734 5.87651 1.73379 0.1941
C 0.31855 4.09919 2.44682 -0.3917
F 1.34236 3.36200 1.97968 0.1508
F 0.78476 5.00637 3.25296 0.2206
C -0.59247 3.15586 3.23080 -0.3936
F -1.65837 3.84793 3.57392 0.2047
F -1.00705 2.15026 2.49322 0.1908
C 0.07879 2.57352 4.51821 -0.3899
F 1.36573 2.85619 4.59549 0.1883
F -0.51810 3.09842 5.56263 0.2034
C -0.07948 1.05151 4.65253 -0.6248
F 0.55032 0.42727 3.69129 0.2105
F 0.50464 0.70609 5.78586 0.1840
F -1.32263 0.68995 4.71531 0.2395
C 3.84156 3.24905 -0.76206 0.0727
C 4.83542 2.39099 -0.87005 -0.1607
C 5.28740 1.70603 0.37697 -0.3527
C 4.32282 0.63425 0.79437 0.0242
F 5.25708 2.67501 1.33887 0.0372
N 5.41541 2.21176 -2.06915 -0.2119
S 6.75288 1.10596 -2.27498 1.0305
H 0.49738 -3.41081 -2.67131 0.0911
H 2.00699 -3.23786 -1.77893 0.0874
H 1.98861 -2.89775 -3.46662 0.0848
H 0.50519 1.06878 -3.73872 0.1281
H 0.34338 -0.15546 -4.92679 0.1350
H 2.70383 0.28321 -3.10603 0.1081
H 2.53186 -1.05607 -4.27657 0.1209
H 2.51334 0.38273 -6.03674 0.1249
H 2.54111 1.81217 -5.10816 0.1163
H 4.63620 0.24673 -4.04797 0.0806
H 4.58651 -0.21335 -5.69705 0.1187
H 6.04405 1.31859 -5.98441 0.1099
H 4.65448 2.29181 -6.26223 0.1161
H 6.74281 2.70719 -4.38059 0.0987
H 5.51451 3.75792 -4.87775 0.1129
H 2.06725 5.35752 -2.60346 0.1125
H 2.70775 5.69399 -1.04664 0.1429
H 0.17653 4.52988 -1.68309 0.1349
H 1.05366 3.41183 -0.67747 0.1230
H 3.42352 3.41608 0.19694 0.1472
H 6.30471 1.37288 0.33560 0.1197
H 3.32532 0.96465 0.59015 0.0829
H 4.38730 0.51346 1.85282 0.0995
H 4.48888 -0.28481 0.26614 0.0902
H 6.33647 0.15975 -1.43976 -0.0880
C -8.40819 -1.70930 -6.58172 -0.0510
C -7.42954 -2.16498 -7.45812 -0.0528
C -6.14456 -2.39950 -7.00382 -0.0030
C -5.82842 -2.16958 -5.67224 -0.0844
C -6.80735 -1.69100 -4.79631 -0.0822
C -8.09808 -1.47222 -5.25482 -0.0001
C -6.48318 -1.39270 -3.37133 -0.2763
O -7.32932 -0.98207 -2.60896 0.1132
C -5.07891 -1.60749 -2.91128 -0.0792
C -4.73773 -1.28656 -1.60506 0.0012
C -3.44402 -1.49104 -1.15942 -0.0463
C -2.48945 -2.02626 -2.01658 -0.0602
C -2.82204 -2.34343 -3.31949 -0.0046
C -4.11322 -2.12758 -3.77565 -0.0799
C -4.44349 -2.44459 -5.19626 -0.2768
O -3.60383 -2.90690 -5.93963 0.1024
H -9.41377 -1.53509 -6.93796 0.1097
H -7.67276 -2.33883 -8.49693 0.1090
H -5.38204 -2.75889 -7.67889 0.1200
H -8.85320 -1.11379 -4.57091 0.1219
H -5.48642 -0.87490 -0.94428 0.1219
H -3.17739 -1.23530 -0.14290 0.1090
H -1.48359 -2.19224 -1.66330 0.0877
H -2.08190 -2.75515 -3.99037 0.1162
C 0.78244 -1.29806 8.01387 -0.0596
C 0.57784 -1.66305 9.33996 -0.0489
C -0.25757 -2.72170 9.65001 0.0014
C -0.90132 -3.41470 8.63569 -0.0794
C -0.71175 -3.03498 7.30547 -0.0785
C 0.13832 -1.98397 6.99945 -0.0122
C -1.42562 -3.73227 6.19727 -0.2742
O -1.25443 -3.40156 5.04099 0.0974
C -2.35933 -4.83841 6.55104 -0.0840
C -3.07724 -5.46788 5.54390 -0.0050
C -3.93831 -6.50442 5.85391 -0.0552
C -4.08083 -6.92370 7.17196 -0.0521
C -3.37208 -6.29749 8.18117 0.0000
C -2.51646 -5.24878 7.87791 -0.0808
C -1.78594 -4.56491 8.98508 -0.2757
O -1.90960 -4.92819 10.13302 0.1143
H 1.44125 -0.47547 7.77668 0.0998
H 1.07309 -1.11975 10.13259 0.1089
H -0.41626 -3.01216 10.67807 0.1222
H 0.28903 -1.70496 5.96987 0.1023
H -2.96066 -5.14088 4.52133 0.1184
H -4.50030 -6.99037 5.06862 0.1079
H -4.74976 -7.73853 7.41072 0.1092
H -3.48205 -6.61592 9.20726 0.1219
```

As for the highest occupied orbital energy: -10.927 eV. For the LUMO energy, the calculation gives -4.33 eV. Its total charge is +1. For the molar mass, the calculation gives 1103.9 g mol⁻¹. As for the total energy: -120773.8304 eV.

[2]
C52H41INOP2Pt as an isolated structure. Source: the OMol25 dataset; level of theory: ωB97M-V with the def2-TZVPD basis set.

```
99
Properties=species:S:1:pos:R:3:lowdin_charge:R:1
Pt 0.63272 1.37501 1.14269 0.5500
O 3.00404 0.68132 3.00614 -0.0804
C 4.19822 1.01531 2.43327 -0.2497
C 5.33128 1.45326 3.10031 0.0026
C 6.47340 1.73329 2.36245 -0.0500
C 6.48728 1.58245 0.98632 -0.0615
C 5.32697 1.21350 0.32307 -0.0673
C 4.15571 0.96963 1.03174 -0.2439
P 2.55317 0.56093 0.27182 0.9761
C 2.55582 1.14318 -1.45384 -0.3523
C 3.30241 2.21660 -1.92508 -0.0928
C 3.07957 2.71939 -3.19954 -0.0543
C 2.10740 2.16314 -4.01375 -0.0596
C 1.34743 1.09754 -3.54763 -0.0562
C 1.56868 0.59758 -2.27740 -0.1214
C 2.60048 -1.25450 0.16264 -0.3289
C 2.35602 -2.03413 1.29365 -0.0944
C 2.44397 -3.41406 1.22948 -0.0730
C 2.75520 -4.03686 0.02811 -0.0621
C 3.01169 -3.27090 -1.09673 -0.0524
C 2.94784 -1.88547 -1.03058 -0.0783
C 2.69717 0.13848 4.21892 -0.2443
C 3.60374 -0.15772 5.22944 0.0058
C 3.13140 -0.63140 6.44302 -0.0499
C 1.77362 -0.80685 6.66118 -0.0621
C 0.88797 -0.57052 5.62569 -0.0829
C 1.33383 -0.13602 4.37695 -0.2667
P 0.10468 0.05466 3.03445 0.9375
C -0.81024 -1.51714 3.03689 -0.3484
C -0.36338 -2.66253 3.69368 -0.0934
C -1.13530 -3.81759 3.68957 -0.0672
C -2.34990 -3.84368 3.02372 -0.0748
C -2.78122 -2.72295 2.32843 -0.0629
C -2.01180 -1.57313 2.32579 -0.1317
C -1.01184 1.31364 3.73515 -0.3890
C -0.47042 2.60050 3.82138 -0.1168
C -1.26045 3.66745 4.22232 -0.0608
C -2.59056 3.45587 4.55276 -0.0642
C -3.12331 2.17490 4.49503 -0.0603
C -2.34092 1.10505 4.08562 -0.0830
H 5.32376 1.59697 4.16905 0.1114
H 7.36329 2.06826 2.87708 0.1157
H 7.39249 1.76901 0.42649 0.1125
H 5.33910 1.10807 -0.75282 0.1076
H 4.03060 2.70495 -1.29432 0.0973
H 3.66375 3.55982 -3.54790 0.1132
H 1.93519 2.56101 -5.00421 0.1105
H 0.57708 0.66330 -4.17070 0.1114
H 0.95571 -0.21631 -1.91186 0.0773
H 2.12912 -1.56572 2.23875 0.0657
H 2.25752 -4.00433 2.11702 0.1117
H 2.79570 -5.11572 -0.02856 0.1144
H 3.26874 -3.74794 -2.03255 0.1135
H 3.16398 -1.30302 -1.91506 0.1039
H 4.66326 -0.03486 5.07533 0.1032
H 3.83824 -0.85456 7.23053 0.1157
H 1.41125 -1.14311 7.62176 0.1124
H -0.17108 -0.73726 5.78005 0.1204
H 0.57431 -2.65656 4.23168 0.1017
H -0.78421 -4.69550 4.21586 0.1119
H -2.95203 -4.74194 3.02509 0.1148
H -3.71183 -2.74849 1.77796 0.1198
H -2.36295 -0.70402 1.78534 0.0382
H 0.57941 2.77036 3.59892 0.0989
H -0.83183 4.65833 4.27861 0.1118
H -3.21017 4.28430 4.86579 0.1100
H -4.15515 2.00642 4.77160 0.1111
H -2.77140 0.11353 4.04106 0.1002
I -1.82176 1.47060 -0.03912 1.1546
C -1.26218 3.27492 -0.95492 -0.5885
C -2.16779 3.89657 -1.75956 -0.1442
C -1.82056 5.12571 -2.35954 -0.0641
C -0.60558 5.68795 -2.09673 -0.0217
C 0.32703 5.05460 -1.23915 -0.1620
C 1.54500 5.69595 -0.90720 -0.0281
C 2.41113 5.11292 -0.03105 -0.0677
C 2.12817 3.83228 0.49325 -0.1465
C 0.97939 3.14599 0.17904 -0.3250
C 0.02618 3.78998 -0.66683 -0.2429
H -3.14511 3.46860 -1.93332 0.0962
H -2.53244 5.62178 -3.00395 0.1107
H -0.34167 6.64530 -2.52585 0.1177
H 1.75681 6.66459 -1.34038 0.1163
H 3.32856 5.61418 0.24898 0.1095
H 2.86824 3.37873 1.14504 0.0857
N -0.87846 -2.02209 -0.90188 0.0987
C -1.30185 -3.36789 -0.93822 -0.3185
C -2.14546 -3.81329 -1.95299 -0.0425
C -2.60154 -5.12136 -1.95893 -0.0883
C -2.23134 -6.00389 -0.95351 -0.0991
C -1.39702 -5.55792 0.06080 -0.0904
C -0.93497 -4.25169 0.07062 -0.0634
H -0.76392 -1.65394 -1.83726 0.0708
H -0.01763 -1.90760 -0.37366 0.0547
H -2.44847 -3.12933 -2.73676 0.1089
H -3.25232 -5.45298 -2.75691 0.1043
H -2.58836 -7.02382 -0.96212 0.1000
H -1.10217 -6.23179 0.85521 0.1046
H -0.28978 -3.90412 0.86840 0.0890
```

As for the highest occupied orbital energy: -10.002 eV. For the LUMO energy, the calculation gives -2.99 eV. The calculation puts the energy above the lowest of the compared OMol25 structures with the same formula, charge and spin at 8.8 kcal/mol. Its total charge is +1. For the molar mass, the calculation gives 1079.8 g mol⁻¹. As for the total energy: -88048.7912 eV.